C18H19FN4O2S | ωB97M-V with the def2-TZVPD basis set

Net charge ... 0
Molar mass ... 374.441 g mol⁻¹
HOMO ... -8.2176 eV
LUMO level ... 0.0160 hartree
Multiplicity ... 1
Kohn-Sham gap ... 8.652 eV
Calculated total energy ... -1564.90497 Ha
Structure (SMILES) ... CCN(CC(=O)NCc1ccc(F)cc1)Cc1cc(=O)n2ccsc2n1

Positions of all 45 atoms, in Å:
C  -3.33  -3.56  0.81
H  -3.94  -3.14  0.01
H  -3.63  -3.12  1.75
H  -3.52  -4.63  0.85
C  -1.84  -3.32  0.53
N  -1.43  -1.94  0.36
C  -2.04  -1.26  -0.78
H  -2.95  -0.70  -0.51
H  -2.31  -2.00  -1.54
C  -1.04  -0.31  -1.43
O  -1.32  0.81  -1.83
N  0.17  -0.87  -1.58
H  0.31  -1.75  -1.10
C  1.31  -0.20  -2.16
C  2.43  0.06  -1.19
C  3.11  1.27  -1.23
C  4.16  1.52  -0.37
C  4.52  0.55  0.54
C  3.87  -0.67  0.61
C  2.82  -0.91  -0.27
H  2.31  -1.86  -0.23
H  4.17  -1.41  1.33
F  5.55  0.78  1.39
H  4.69  2.46  -0.38
H  2.81  2.03  -1.94
H  0.93  0.74  -2.57
H  1.68  -0.81  -2.99
C  -1.54  -1.15  1.59
C  -1.15  0.27  1.32
C  0.15  0.70  1.32
C  0.50  2.03  0.93
O  1.60  2.54  0.91
N  -0.63  2.78  0.51
C  -1.89  2.27  0.59
N  -2.19  1.08  1.01
S  -3.06  3.42  0.03
C  -1.78  4.55  -0.31
C  -0.58  4.05  0.00
H  0.38  4.51  -0.10
H  -2.01  5.51  -0.73
H  0.95  0.04  1.58
H  -0.87  -1.60  2.33
H  -2.57  -1.14  1.98
H  -1.25  -3.73  1.35
H  -1.56  -3.85  -0.38

Charges obtained by Löwdin population analysis, quoted in units of e: C -0.08; H 0.07; H 0.06; H 0.07; C -0.25; N -0.18; C -0.10; H 0.13; H 0.13; C -0.48; O 0.06; N 0.08; H 0.12; C -0.12; C -0.22; C -0.04; C -0.01; C -0.27; C -0.01; C -0.05; H 0.11; H 0.12; F 0.06; H 0.12; H 0.12; H 0.12; H 0.13; C -0.12; C -0.27; C 0.07; C -0.40; O 0.07; N 0.03; C -0.59; N 0.11; S 1.08; C -0.35; C -0.12; H 0.13; H 0.07; H 0.12; H 0.13; H 0.12; H 0.11; H 0.11